# C60H150N10

10 unconnected molecules or ions with the total composition C60H150N10 in a non-equilibrium geometry (the ωB97M-V functional and the def2-TZVPD basis, the Open Molecules 2025 dataset).

Its energy above the lowest of the compared OMol25 structures with the same formula, charge and spin is 79.3 kcal/mol. Its total energy is -2923.3448 Ha. Its SMILES is CCN(CC)CC.CCN(CC)CC.CCN(CC)CC.CCN(CC)CC.CCN(CC)CC.CCN(CC)CC.CCN(CC)CC.CCN(CC)CC.CCN(CC)CC.CCN(CC)CC.

Each line ends with the Löwdin charge.
Cartesian coordinates (Å):
H -2.29532 -2.30812 6.63202  0.08
H -5.83088 -1.73110 4.76390  0.07
H 0.70475 5.89617 1.70240  0.09
C 0.57877 6.07795 0.60338  -0.07
H 1.76536 -7.57609 -2.61101  0.07
H 3.51456 8.00322 -2.45465  0.11
H 1.88123 -2.79732 -0.84703  0.06
H -2.06054 -7.77697 2.13056  0.11
C 3.44744 -0.21322 -6.61834  -0.22
H -3.81032 6.97545 0.22366  0.08
H 1.00790 -1.15023 -2.41311  0.10
H 3.59022 -5.41355 1.52826  0.07
H -1.23853 -8.01126 -0.10489  0.07
C 3.88333 1.07748 1.44307  -0.33
C -1.04155 -0.86594 3.05896  -0.08
H 2.70956 -4.10063 0.69865  0.06
H 6.29329 -2.62318 2.49780  0.06
H 0.63099 2.81800 0.50191  0.07
H 0.11333 -5.67708 2.47074  0.09
H 1.29439 -1.48086 -9.17840  0.06
H -0.22019 6.78974 0.56657  0.02
H 5.58149 -5.24161 -2.41376  0.12
N 4.65068 0.45811 2.46962  -0.17
H -1.89006 -3.65140 2.40386  0.08
H -2.36488 5.56216 5.23686  0.09
H 2.47216 -0.50152 4.98284  0.08
C -3.70190 1.64646 1.51077  -0.08
H -2.79865 -3.99678 4.82589  0.11
H -1.14974 1.36232 6.39739  0.11
H -4.29010 -4.12029 2.06695  0.07
H 0.17240 7.94504 -1.40540  0.12
H -0.24113 -0.14907 0.32100  0.09
H 3.56575 5.67466 -3.43032  0.06
H -4.05201 2.45070 -0.44160  0.13
H 4.05523 7.49044 -0.89504  0.12
H -2.57526 4.79340 3.62622  0.05
C 1.67449 -1.91158 -7.09631  -0.25
C -1.27799 2.29704 6.99608  -0.28
C 2.76160 -0.44393 3.92427  -0.08
H -1.03276 -2.66354 4.33305  0.10
H 0.52784 1.93981 8.27435  0.05
H -5.92057 -0.64483 3.38482  0.06
H 0.92531 3.92781 7.06550  0.11
H 0.51086 1.94416 -5.06811  0.04
H -3.59069 0.24145 -6.33302  0.11
H 0.62961 1.21664 -2.92918  0.10
C 1.10227 1.60490 -5.88852  -0.07
C -1.52276 -1.88446 -4.14819  -0.09
H -6.60808 -1.37832 -4.67635  0.06
H -4.00613 -1.86850 6.73107  0.07
C -2.14551 -4.45966 1.70689  -0.26
H 3.91715 -0.51861 -4.40353  0.04
C 1.31822 -1.93707 -0.45538  -0.09
C -5.94641 4.65515 0.49837  -0.08
H 2.56574 -2.47902 -7.44525  0.12
C -5.38661 -1.47808 3.80517  -0.08
C 4.07218 5.92422 -2.51688  -0.09
H -5.25019 -0.02706 -5.74477  0.11
H -3.87737 -0.21121 4.68905  0.12
C -1.87918 4.95747 4.44970  -0.08
H 1.66998 7.94897 -4.07983  0.06
H 6.68937 -1.22868 3.38165  0.08
H 1.91947 -5.83523 -3.19772  0.10
C -1.01217 -7.13312 0.45554  -0.09
H 0.79822 6.52927 -3.48528  0.08
H 2.86641 -6.55649 -0.41927  0.11
H 4.16730 -3.76321 1.61906  0.06
C 4.20280 -0.84030 -5.39474  -0.07
C 0.51186 3.66677 6.07468  -0.26
C -2.93967 5.01593 -0.18771  -0.23
H 0.84683 2.33286 -1.62003  0.10
H -6.55803 -2.81987 -3.61979  0.07
H -0.76816 -6.36538 -0.25524  0.05
H -0.01880 -7.33935 0.90151  0.08
H 4.95502 -3.68807 -0.58535  0.11
H 2.13559 1.96357 -5.72401  0.06
C -3.34741 -2.69255 6.47373  -0.08
H -4.69660 -0.37982 -8.18626  0.06
H 0.67346 4.57232 5.44269  0.12
H -0.87802 1.01570 -0.92229  0.12
C 1.14229 0.06854 -5.80589  -0.27
C -4.70060 4.52750 1.39526  -0.30
H 0.17060 -0.36751 -6.03326  0.09
H -3.44930 -3.14704 0.76839  0.09
H -0.22814 -1.36813 -8.24631  0.06
H -0.84594 -2.76844 -4.24863  0.09
H 0.25559 -2.22445 -0.28302  0.08
H -2.72250 3.21647 5.19828  0.11
H -3.34960 0.66786 1.12845  0.07
H -5.78738 -1.33338 -3.09323  0.07
H 3.87357 1.40505 4.22199  0.09
N -3.45056 4.10608 0.86740  -0.18
C -3.93848 -0.97724 3.88343  -0.26
C 3.69380 -4.50524 0.94749  -0.08
C 2.75283 1.79398 -2.50809  -0.06
C -3.52720 -4.16238 1.26165  -0.10
H -1.27687 2.89688 4.23635  0.10
H 3.62210 -2.98104 -3.15173  0.07
H -2.37246 2.56708 0.11626  0.06
H -6.34934 3.65759 0.21133  0.08
C 1.34339 2.53251 5.49554  -0.09
H 1.20232 -2.49897 -6.28105  0.11
H 5.20403 -0.46272 -5.53522  0.07
H -3.09687 -6.74386 1.15006  0.10
H 0.39609 -2.96867 -8.61538  0.06
H 2.71161 6.05133 0.32127  0.10
C 4.58817 -4.82911 -2.60455  -0.26
C 5.07286 -0.88955 2.02229  -0.28
H -1.47207 -7.29349 4.35505  0.06
H 5.13089 -3.33484 -4.07610  0.07
H 1.60129 8.86820 -1.93364  0.08
H 3.33186 2.99620 0.74643  0.05
H -3.53113 5.01530 -1.10000  0.11
H -1.03758 1.49069 8.98827  0.06
H 4.01420 -0.37964 -7.60146  0.13
H 5.31651 -2.71724 -2.49396  0.07
H -0.00320 8.16175 -3.79333  0.08
H -4.54956 5.51723 1.89424  0.11
H 2.82938 0.68203 1.31058  0.10
H 1.23395 1.67966 6.13786  0.04
C -2.08826 -6.90176 1.47577  -0.22
H -4.41967 -3.43065 4.72790  0.08
H -4.98424 3.86050 2.20837  0.10
H -0.74910 2.00159 1.27370  0.05
H -1.99788 4.58476 -0.47618  0.09
H -1.48424 -4.40337 0.87866  0.09
C -4.57157 -1.16439 -7.47337  -0.09
H -3.24671 1.92998 2.44805  0.06
H 5.32359 -5.28865 -0.22248  0.11
C -1.57490 -1.69918 4.22440  -0.24
H -6.68716 5.18877 1.10001  0.07
C 3.49079 7.11588 -1.78688  -0.24
C 1.31936 1.47438 -2.11246  -0.25
H 1.27451 -0.19545 -4.74104  0.09
H 2.05216 7.65439 0.58948  0.12
H -0.89544 -0.97358 -4.06251  0.06
H -2.14509 7.01751 -0.40346  0.06
H 3.18612 1.01505 -3.08649  0.02
H 4.18522 -5.41203 -3.38843  0.09
C -6.00598 -1.95060 -3.96562  -0.07
H 2.41862 2.74134 5.50081  0.07
H 5.26347 -2.09380 3.87074  0.07
H 4.30396 0.81886 0.45286  0.12
N -3.79211 -1.35507 -5.03034  -0.18
C 0.24042 1.83500 0.82777  -0.07
H -3.70650 -1.69769 -7.81112  0.05
H -3.88620 -4.81626 0.46296  0.06
H 4.16802 -1.94592 -5.46080  0.05
H 0.13848 -6.69393 4.93139  0.09
H -2.02331 -2.06560 -3.22767  0.06
C 3.17756 -6.39134 -1.47153  -0.26
C 1.16636 7.91919 -1.93932  -0.26
H -2.07717 -1.35511 -6.18919  0.09
C 0.71393 -1.94718 -8.37223  -0.08
H 2.56931 -0.87462 -1.72365  0.12
H -5.49723 -1.81446 -7.48969  0.09
H -1.25295 0.22147 3.18724  0.07
N 3.67963 -5.01272 -1.44338  -0.18
C 1.88555 6.69998 0.05579  -0.27
H 1.72782 -1.67904 0.51022  0.06
H -0.06517 -7.80353 3.65769  0.06
H 2.87222 -1.45586 3.53312  0.07
N 2.05608 6.86654 -1.35783  -0.18
H -3.69492 -0.44919 2.99502  0.05
H -5.67306 5.21321 -0.41610  0.07
N -3.01020 -2.06489 4.06216  -0.18
C 0.88689 7.62022 -3.39219  -0.11
H 1.00627 2.17840 4.48646  0.08
H -2.42903 -2.92155 -5.71122  0.12
H -1.55141 -1.12768 2.12393  0.06
H -3.48609 -3.50006 7.17371  0.06
C 4.47463 -4.64710 -0.29712  -0.30
H -5.59189 -2.32996 3.10216  0.08
H 3.24870 2.89184 2.48089  0.07
H 0.02584 -0.97410 2.87878  0.05
H 0.95955 1.38119 1.52587  0.05
H 0.20820 5.22158 0.11478  0.04
C -0.70875 -5.75188 3.14994  -0.31
H -0.65802 3.16045 8.90265  0.08
H -0.55227 -4.82427 3.72521  0.10
H -1.34297 -1.22124 5.19401  0.09
N -1.96597 -5.76519 2.44992  -0.15
C -4.34192 -0.52741 -6.10359  -0.25
C -0.50437 2.20731 8.36208  -0.07
N 1.22119 0.51779 -1.02277  -0.19
H -2.32898 2.34993 7.19373  0.10
C 5.82150 -1.78614 2.98713  -0.11
C -1.71474 3.56253 5.00041  -0.24
H 5.71660 -0.71382 1.11594  0.12
C -0.52524 -6.91422 4.07131  -0.09
H 2.68142 2.64150 -3.23617  0.08
H 4.82732 2.98000 1.70589  0.09
C -2.44905 -1.89107 -5.32491  -0.27
H 4.86895 0.00261 4.52139  0.10
C 4.06460 0.37606 3.86503  -0.20
H 3.96502 -7.11358 -1.71199  0.12
H -4.17817 -2.97482 -3.85721  0.10
H -0.99246 5.45485 4.06053  0.06
H 4.04643 4.99673 -1.88381  0.08
H 3.62227 0.86859 -6.55368  0.09
H -2.49070 6.57005 1.31329  0.06
H 1.95060 0.09226 3.47358  0.03
N 2.02500 -0.57252 -6.74564  -0.21
C -2.80166 6.47797 0.29514  -0.09
H 5.06177 6.19414 -2.77814  0.05
H 4.23034 -1.47957 1.58951  0.09
C 3.80624 2.54045 1.60505  -0.10
N -0.90105 3.45416 6.26890  -0.20
C -0.00208 0.76807 -0.25885  -0.24
C 4.64243 -3.36905 -3.07786  -0.09
C -3.38995 2.72796 0.41561  -0.25
H 1.05186 -6.34947 -1.73601  0.04
C 1.94222 -6.54830 -2.31514  -0.08
C 1.47531 -0.82559 -1.46704  -0.27
C -4.66386 -2.38388 -4.61594  -0.30
H -4.86477 -3.14310 -5.39325  0.12
C -3.44110 -3.12897 5.02127  -0.24
H -4.79021 1.50838 1.63236  0.07
H 3.47949 2.06052 -1.69005  0.08
H 0.74324 1.96624 -6.88309  0.09

Forces on the atoms, in the same order (eV/Å):
-1.091 -0.433 0.083
0.088 0.053 0.128
0.066 -0.153 -0.931
0.964 1.449 1.142
0.374 -0.210 -0.502
-0.201 -0.517 0.148
-0.374 0.041 0.201
-0.409 -0.207 -0.213
0.523 -0.358 -0.187
0.911 -0.376 0.085
-0.517 0.392 0.050
-0.147 -0.294 -0.018
-0.325 -0.724 -0.523
-1.603 -0.902 -0.846
-0.649 0.786 -0.208
-0.012 -0.175 0.157
-0.328 -0.490 -0.323
-0.140 -0.570 -0.128
0.969 -0.174 -0.882
-0.351 -0.285 -0.033
-0.421 0.566 -0.135
0.239 0.005 0.215
0.877 -1.924 1.796
0.193 -0.266 -0.069
0.281 0.026 -0.503
0.034 -0.275 -0.119
-0.489 0.427 -1.384
0.020 0.119 0.136
0.162 0.123 0.317
0.640 -0.033 -0.378
1.160 -0.088 -0.233
-0.097 0.455 -0.561
-0.581 0.157 -0.378
0.315 0.570 0.145
-0.041 -0.785 -0.531
-0.057 0.542 -0.234
-0.656 -1.154 -1.616
1.432 -1.111 1.016
0.835 0.291 1.365
-0.215 0.398 -0.450
0.552 -0.054 -0.021
-0.679 0.407 -0.024
0.016 -0.063 -0.376
-0.619 0.579 0.356
-0.190 0.161 0.561
0.413 -0.159 -0.325
1.011 -0.829 -1.037
1.884 -0.327 -0.302
-0.137 -0.101 0.214
-0.262 0.045 -0.067
0.127 -0.857 2.367
-0.622 0.114 0.083
-0.883 -0.520 -0.078
0.624 -0.484 -0.412
-0.325 0.399 0.530
-0.066 -0.140 -0.887
-0.335 -0.728 1.499
0.253 -0.096 -0.089
-0.071 -0.197 0.004
-0.620 -0.027 0.349
0.359 -0.146 0.259
-0.253 0.005 0.007
0.133 -1.051 0.849
1.374 0.150 0.089
-0.331 0.322 -0.275
0.271 -0.446 -0.460
-0.158 -0.387 -0.221
-0.157 -0.335 -1.719
0.823 1.117 -0.032
-0.005 0.117 1.155
0.380 0.530 -0.679
-0.073 -0.116 -0.148
-0.464 0.729 -0.360
-0.560 -0.019 0.256
-0.503 -0.222 0.407
-0.568 0.134 -0.114
1.599 0.598 -0.048
-0.384 0.626 -0.539
-0.370 -0.500 0.469
0.541 -0.192 0.452
-0.734 0.142 -0.098
-1.111 0.900 1.285
-0.377 0.317 -0.027
-0.415 -0.835 0.603
0.678 -0.156 0.162
-0.079 0.784 0.052
0.638 0.039 -0.190
-0.092 -0.346 0.296
0.143 0.528 0.361
-0.079 0.142 -0.059
-0.001 -0.396 -0.286
0.413 0.165 -1.171
-0.431 -0.706 1.264
-0.305 0.961 1.374
-0.192 1.543 -0.613
-1.128 1.175 -1.016
-0.161 -0.009 -0.018
0.282 0.157 0.070
0.487 -0.102 -0.438
0.214 0.682 0.099
-0.339 -0.651 -0.695
0.292 0.326 -0.087
0.718 -0.349 0.168
-0.381 -0.505 -0.917
0.344 0.124 -0.067
0.201 -0.233 0.473
-0.755 1.067 0.464
-0.030 -0.027 -1.667
-1.100 -0.006 0.952
-0.520 -0.132 0.393
0.792 1.853 0.749
-0.172 0.164 -0.316
-0.448 -0.123 -0.228
0.275 -0.337 -0.055
-0.843 -0.602 1.312
-0.661 -0.214 0.191
0.330 -0.601 0.531
-0.044 -0.647 -0.379
0.784 0.014 0.409
-0.050 -0.696 0.362
0.314 0.618 2.465
-0.784 -0.243 -0.020
0.150 -0.150 0.199
0.429 0.114 0.465
0.704 0.072 -0.090
0.904 0.056 -0.981
-1.644 -0.913 0.755
0.201 -0.181 0.367
0.842 -1.036 0.483
-0.432 -0.773 0.215
-0.104 -0.026 -0.404
-1.546 0.722 0.623
-0.093 0.671 1.882
0.553 -0.183 -0.053
-0.033 -0.062 0.107
-0.507 -0.464 0.051
-0.123 -0.098 0.406
0.441 -0.932 -0.363
-0.468 -0.600 -1.073
0.899 0.343 -0.538
-0.244 0.282 -0.262
-0.217 -0.245 -0.228
0.261 0.193 0.472
0.680 0.550 -0.671
-0.401 -0.205 -0.350
0.452 -0.673 -0.061
-0.038 -0.158 0.121
0.187 0.669 0.141
-0.704 0.129 -0.250
-0.689 0.107 0.803
-0.119 0.573 2.017
-1.239 -2.111 0.249
0.467 0.524 0.043
0.183 0.477 1.014
-0.683 0.301 0.054
1.117 0.498 -0.139
0.199 -0.640 0.105
0.823 -0.123 -1.764
0.402 -0.295 0.802
0.286 0.216 0.344
0.333 -0.068 -0.746
-0.097 0.097 -0.102
-0.395 1.266 -1.636
0.236 0.327 -0.894
-0.511 -0.131 0.356
1.064 -0.885 0.425
-0.577 -0.145 -1.044
0.379 0.543 0.648
-0.771 -0.103 0.055
0.050 -0.242 0.126
-0.210 -0.351 0.211
0.306 1.083 -0.849
0.657 0.661 0.588
-0.049 -0.319 0.003
0.080 -0.102 0.240
-0.416 0.445 0.070
0.024 -1.281 -0.659
0.547 0.745 0.354
0.474 -0.240 -0.403
-0.788 -0.130 -0.041
-0.263 0.383 -0.260
-0.312 1.153 -1.437
0.742 0.452 -0.345
-2.189 0.440 -0.325
-0.564 -0.258 -0.079
-0.699 0.114 0.268
1.014 1.346 0.788
1.591 -0.295 0.817
-0.328 -0.146 0.814
1.255 -0.749 0.575
0.313 -0.359 0.660
-0.617 -0.302 -0.139
-0.705 -0.048 -0.628
-0.494 -0.091 -0.319
0.076 0.615 -1.382
0.097 -0.038 -0.084
0.536 -0.172 0.460
0.108 -0.113 0.148
0.232 0.858 -0.461
-0.776 -0.051 0.190
0.532 -0.058 0.577
-0.386 0.137 -0.670
1.340 1.350 0.041
-1.548 -0.038 -1.458
1.340 -0.147 -0.229
-0.035 0.332 0.318
0.817 1.865 0.331
-1.311 1.202 -1.926
0.117 -0.442 0.248
1.033 -0.284 -0.590
-0.839 -1.213 0.624
-0.202 0.557 0.274
-0.577 0.713 -1.129
1.845 -0.763 -0.354
-1.633 -1.408 0.896
-0.118 0.228 -0.308
1.189 0.937 -0.601
0.355 0.255 0.185
-1.134 -0.237 -0.543
0.191 -0.240 0.879